Entry 1:
The following is a quantum chemistry calculation of a molecular structure, CH5N2OS at a distorted geometry, from OMol25.

Summary:
**Charge**: -1
**ΔE to the lowest compared entry with this formula, charge and spin**: 17.4 kcal/mol
**LUMO**: 0.1537 hartree
**Molecular weight**: 93.1 g mol⁻¹
**Orbital gap**: 0.3070 hartree

Atoms and positions in Å:
N  -1.229  -0.551  0.729
C  -0.882  0.775  0.420
N  0.398  0.923  0.089
O  -1.769  1.644  0.510
H  -2.188  -0.776  0.543
H  -0.578  -1.275  0.476
H  1.082  -0.089  -0.415
H  0.626  1.889  -0.056
S  1.798  -1.489  -0.727
H  2.742  -1.053  -1.569



Entry 2:
The following is a quantum chemistry calculation of 16 unconnected molecules or ions with the total composition C60H131N11O30 at a distorted geometry, from OMol25.

Summary:
**Charge**: -2
**LUMO**: 0.0663 hartree
**Molecular weight**: 1486.8 g mol⁻¹
**Orbital gap**: 0.0707 hartree

Atoms and positions in Å:
C  -2.753  -2.675  8.454
C  -1.435  -3.271  7.907
N  -0.406  -2.263  7.740
C  -0.417  -1.179  6.844
C  0.745  -0.429  7.066
N  1.468  -1.078  8.023
C  0.726  -2.156  8.437
C  2.682  -0.538  8.656
H  -3.235  -1.955  7.793
H  -2.657  -2.058  9.348
H  -3.501  -3.459  8.567
H  -1.557  -3.719  6.921
H  -1.124  -4.070  8.580
H  -1.298  -1.073  6.228
H  1.142  0.508  6.703
H  1.077  -2.876  9.161
H  2.667  -0.861  9.697
H  2.868  0.528  8.525
H  3.565  -1.047  8.268
C  -0.084  2.135  0.821
C  0.914  1.770  -0.344
N  0.729  0.423  -0.775
C  -0.347  -0.070  -1.495
C  -0.035  -1.325  -1.950
N  1.181  -1.666  -1.428
C  1.643  -0.625  -0.685
C  1.992  -2.828  -1.756
H  0.137  1.601  1.745
H  -1.140  1.937  0.637
H  -0.106  3.211  0.994
H  1.920  1.957  0.032
H  0.811  2.478  -1.167
H  -1.183  0.573  -1.725
H  -0.603  -1.953  -2.621
H  2.539  -0.602  -0.082
H  1.391  -3.736  -1.722
H  2.860  -2.868  -1.098
H  2.389  -2.733  -2.767
N  5.060  2.433  4.085
O  4.964  1.339  3.498
O  6.086  2.757  4.658
O  4.099  3.167  4.074
N  7.484  -0.685  -2.702
O  7.175  -1.207  -1.650
O  8.658  -0.384  -2.919
O  6.617  -0.441  -3.519
C  3.593  -5.555  4.250
C  3.302  -6.034  5.477
C  4.099  -5.667  6.705
O  3.839  -6.086  7.915
C  5.201  -4.822  6.673
C  5.475  -4.161  5.388
C  4.580  -4.548  4.116
O  4.870  -3.971  3.079
O  6.281  -3.302  5.221
O  2.267  -6.794  5.497
H  3.034  -5.815  3.363
H  5.878  -4.567  7.476
C  3.452  8.124  0.815
C  3.455  8.795  -0.522
O  2.981  7.922  -1.519
C  3.728  7.556  -2.550
O  4.875  7.885  -2.850
O  2.957  6.744  -3.315
C  3.617  5.943  -4.280
H  3.548  8.903  1.571
H  4.281  7.426  0.935
H  2.573  7.493  0.949
H  4.414  9.277  -0.712
H  2.707  9.587  -0.481
H  4.383  5.269  -3.896
H  4.067  6.645  -4.982
H  2.929  5.337  -4.868
C  -2.212  9.061  -0.676
C  -2.945  9.081  0.713
O  -2.288  10.027  1.544
C  -2.719  11.317  1.583
O  -3.734  11.775  1.151
O  -1.896  12.143  2.284
C  -1.015  11.543  3.272
H  -2.931  8.763  -1.438
H  -1.474  8.262  -0.606
H  -1.637  9.963  -0.886
H  -2.815  8.142  1.251
H  -4.027  9.204  0.659
H  -0.263  10.855  2.886
H  -1.653  10.990  3.963
H  -0.607  12.366  3.858
C  0.411  5.564  10.534
O  -0.666  5.590  9.597
C  -0.263  6.387  8.456
C  -1.366  6.242  7.358
N  -2.742  6.531  7.827
C  -2.910  7.982  7.826
C  -4.039  8.372  8.769
O  -3.814  7.805  10.070
C  -3.036  8.670  10.922
H  1.269  5.049  10.101
H  0.066  4.918  11.341
H  0.660  6.502  11.029
H  0.587  5.982  7.907
H  -0.152  7.434  8.736
H  -1.360  5.216  6.990
H  -1.176  6.784  6.432
H  -2.770  6.239  8.793
H  -3.216  8.317  6.835
H  -1.972  8.459  8.108
H  -5.016  8.006  8.452
H  -4.130  9.458  8.795
H  -2.995  8.120  11.863
H  -3.527  9.625  11.108
H  -2.018  8.865  10.585
C  -3.152  -3.422  1.146
O  -4.166  -2.516  1.580
C  -5.002  -1.909  0.631
C  -5.560  -2.805  -0.502
N  -6.380  -2.015  -1.471
C  -7.350  -2.876  -2.089
C  -7.987  -2.136  -3.270
O  -8.818  -1.072  -2.828
C  -9.643  -0.609  -3.903
H  -2.270  -3.031  0.639
H  -3.518  -4.289  0.597
H  -2.716  -3.838  2.055
H  -4.387  -1.107  0.223
H  -5.816  -1.422  1.168
H  -6.133  -3.643  -0.105
H  -4.747  -3.211  -1.104
H  -6.837  -1.271  -0.964
H  -8.061  -3.280  -1.369
H  -6.884  -3.780  -2.480
H  -8.592  -2.893  -3.768
H  -7.278  -1.798  -4.026
H  -10.394  -1.388  -4.032
H  -9.116  -0.454  -4.845
H  -10.149  0.341  -3.730
C  -7.173  -5.073  -7.311
O  -6.419  -3.864  -7.367
C  -5.623  -3.760  -8.549
C  -5.353  -2.241  -8.690
N  -4.385  -1.904  -7.707
C  -4.393  -0.465  -7.544
C  -4.118  0.460  -8.740
O  -5.116  0.477  -9.711
C  -6.177  1.418  -9.568
H  -6.437  -5.866  -7.181
H  -7.763  -5.304  -8.198
H  -7.790  -5.182  -6.418
H  -6.150  -3.966  -9.481
H  -4.754  -4.418  -8.569
H  -6.340  -1.828  -8.478
H  -5.007  -2.002  -9.695
H  -4.854  -2.220  -6.871
H  -3.598  -0.299  -6.816
H  -5.318  -0.177  -7.046
H  -3.279  0.024  -9.283
H  -3.901  1.512  -8.556
H  -6.841  1.071  -8.777
H  -6.660  1.440  -10.545
H  -5.814  2.434  -9.411
C  9.246  -3.761  0.659
O  9.561  -2.748  1.555
C  10.841  -2.897  2.154
C  10.983  -1.692  3.120
N  10.253  -0.472  2.729
C  10.863  0.248  1.579
C  10.046  1.510  1.216
O  8.698  1.138  0.963
C  7.901  2.277  0.490
H  9.432  -4.790  0.968
H  9.831  -3.666  -0.256
H  8.191  -3.644  0.411
H  11.656  -2.847  1.432
H  10.828  -3.829  2.719
H  12.033  -1.461  3.301
H  10.560  -2.006  4.074
H  10.414  0.195  3.471
H  10.958  -0.344  0.669
H  11.847  0.612  1.874
H  10.473  1.823  0.263
H  10.029  2.286  1.982
H  6.871  2.003  0.260
H  8.209  2.749  -0.443
H  7.846  3.129  1.167
C  -1.988  -7.386  -11.543
O  -1.197  -7.386  -10.341
C  -0.744  -8.728  -10.121
C  0.063  -8.913  -8.811
N  1.155  -7.986  -8.705
C  2.025  -8.115  -7.515
C  3.136  -7.076  -7.547
O  3.725  -7.023  -6.263
C  5.029  -6.472  -6.244
H  -2.644  -6.519  -11.463
H  -2.531  -8.330  -11.586
H  -1.339  -7.360  -12.418
H  -0.121  -9.122  -10.925
H  -1.609  -9.369  -9.954
H  0.353  -9.963  -8.859
H  -0.532  -8.806  -7.904
H  0.754  -7.060  -8.657
H  2.519  -9.084  -7.587
H  1.487  -8.063  -6.569
H  2.695  -6.104  -7.767
H  3.860  -7.281  -8.335
H  5.594  -7.029  -6.992
H  5.579  -6.487  -5.303
H  4.973  -5.433  -6.569
C  -2.977  -7.020  -4.246
O  -2.373  -6.402  -3.063
H  -3.813  -6.433  -4.627
H  -2.252  -6.946  -5.057
H  -3.340  -8.026  -4.037
H  -1.894  -7.081  -2.582
C  1.287  -9.247  -0.015
O  0.369  -9.359  -1.075
H  1.402  -10.190  0.519
H  2.244  -8.891  -0.398
H  0.833  -8.541  0.680
H  0.804  -9.839  -1.784
C  -5.078  3.862  -2.559
O  -3.913  3.876  -3.284
H  -5.750  3.223  -3.132
H  -4.857  3.507  -1.552
H  -5.574  4.828  -2.461
H  -4.039  4.423  -4.064
C  -6.002  3.316  4.428
O  -5.063  4.308  3.968
H  -6.759  3.783  5.058
H  -6.355  2.655  3.637
H  -5.483  2.590  5.054
H  -4.712  4.863  4.669



Entry 3:
The following is a quantum chemistry calculation of a gas-phase ion, C3H9N2O (charge +1) at a distorted geometry, from OMol25.

Summary:
**Charge**: +1
**ΔE to the lowest compared entry with this formula, charge and spin**: 94.3 kcal/mol
**LUMO**: -0.1193 hartree
**SMILES**: C[NH2+][C@@H]1O[C@H]1N
**Molecular weight**: 89.1 g mol⁻¹
**Orbital gap**: 0.3605 hartree

Atoms and positions in Å:
C  -1.664  0.493  0.570
C  0.073  0.554  0.562
C  1.579  -0.980  -0.703
N  -2.424  1.578  0.324
N  0.691  -0.785  0.507
O  -0.830  0.673  1.663
H  -2.168  -0.536  0.339
H  0.725  1.509  0.520
H  1.069  -0.799  -1.656
H  2.502  -0.403  -0.567
H  1.988  -2.015  -0.810
H  -3.135  1.479  -0.461
H  -1.919  2.422  0.516
H  1.418  -0.600  1.184
H  0.033  -1.432  0.840



Entry 4:
The following is a quantum chemistry calculation of a single C6H10O molecule at a distorted geometry, from OMol25.

Summary:
**ΔE to the lowest compared entry with this formula, charge and spin**: 46.6 kcal/mol
**LUMO**: 0.0284 hartree
**SMILES**: C=C(C)/C=C/CO
**Molecular weight**: 98.1 g mol⁻¹
**Orbital gap**: 0.3576 hartree

Atoms and positions in Å:
C  1.921  -1.508  -0.091
C  0.548  -1.366  -0.651
C  -0.054  -2.097  -1.579
C  -0.586  2.091  0.385
O  -1.094  2.285  1.707
C  -0.729  0.724  -0.219
C  -0.243  -0.437  0.219
H  2.104  -2.108  0.800
H  2.601  -1.929  -0.839
H  2.386  -0.549  0.169
H  0.453  -2.714  -2.307
H  -1.125  -1.992  -1.649
H  0.446  2.433  0.262
H  -1.183  2.765  -0.240
H  -1.583  1.483  1.915
H  -0.899  0.747  -1.295
H  0.024  -0.466  1.277



Entry 5:
The following is a quantum chemistry calculation of a molecular structure, C31H33ClLaN2O2Si2 at a distorted geometry, from OMol25.

Summary:
**Charge**: +1
**ΔE to the lowest compared entry with this formula, charge and spin**: 4.2 kcal/mol
**LUMO (alpha / beta)**: -0.1210 / -0.1490 hartree
**Molecular weight**: 696.1 g mol⁻¹
**Orbital gap (alpha / beta)**: 0.2603 / 0.2001 hartree

Atoms and positions in Å:
C  0.239  2.636  4.893
C  1.226  2.765  3.880
C  0.553  2.920  2.627
H  2.296  2.857  4.060
C  -0.858  2.879  2.880
C  -1.040  2.695  4.285
H  -1.984  2.769  4.825
H  0.417  2.632  5.968
H  1.025  3.087  1.662
H  -1.650  3.026  2.150
La  -0.082  0.293  3.060
Si  1.495  0.505  -2.575
C  2.256  -1.089  -3.173
C  1.485  -1.996  -3.923
H  0.466  -1.732  -4.213
C  2.006  -3.221  -4.340
H  1.371  -3.920  -4.894
C  3.335  -3.540  -4.055
H  3.725  -4.521  -4.330
C  4.138  -2.620  -3.378
H  5.190  -2.855  -3.193
C  3.608  -1.400  -2.959
H  4.249  -0.669  -2.477
C  0.641  0.983  -4.246
C  1.391  1.081  -5.442
H  2.480  1.114  -5.408
C  0.753  1.107  -6.689
H  1.338  1.154  -7.612
C  -0.648  1.055  -6.760
H  -1.152  1.030  -7.724
C  -1.407  1.032  -5.581
H  -2.500  1.006  -5.615
C  -0.767  1.045  -4.332
H  -1.373  1.067  -3.412
H  2.624  1.469  -2.474
Si  -1.445  -1.372  -1.455
C  -1.791  0.435  -0.965
C  -0.784  1.433  -1.002
H  0.331  1.131  -1.186
C  -1.074  2.784  -0.792
H  -0.278  3.524  -0.917
C  -2.360  3.158  -0.384
H  -2.573  4.209  -0.169
C  -3.357  2.174  -0.264
H  -4.352  2.458  0.082
C  -3.096  0.832  -0.592
H  -3.892  0.083  -0.590
C  0.062  -1.728  -0.402
C  0.480  -0.782  0.562
H  -0.270  0.034  0.742
C  1.751  -0.846  1.196
H  2.186  -0.016  1.805
C  2.536  -2.007  1.023
H  3.428  -2.185  1.654
C  2.156  -2.937  0.051
H  2.811  -3.788  -0.168
C  0.950  -2.791  -0.656
H  0.708  -3.477  -1.470
H  -2.493  -2.195  -1.012
Cl  -0.596  -2.269  3.251
C  -1.137  -1.863  7.683
O  -2.183  -1.209  6.921
C  -1.808  -0.551  5.828
O  -0.644  -0.218  5.516
N  -2.892  -0.275  5.053
N  -2.611  0.141  3.695
H  -1.648  -2.365  8.502
H  -0.459  -1.104  8.079
H  -0.631  -2.603  7.059
H  -3.752  -0.775  5.261
H  -2.899  -0.622  3.069
H  -3.218  0.940  3.509



Entry 6:
The following is a quantum chemistry calculation of a single C5H12N2O2 molecule at a distorted geometry, from OMol25.

Summary:
**ΔE to the lowest compared entry with this formula, charge and spin**: 39.7 kcal/mol
**LUMO**: 0.0281 hartree
**SMILES**: CC(C)(C)ONC(N)=O
**Molecular weight**: 132.2 g mol⁻¹
**Orbital gap**: 0.3757 hartree

Atoms and positions in Å:
C  0.858  -0.003  -0.058
C  0.506  -0.797  1.198
C  1.046  1.474  0.280
C  2.104  -0.561  -0.740
N  -1.270  0.623  -0.924
C  -2.451  0.309  -0.309
N  -2.539  -0.985  0.122
O  -0.205  -0.253  -1.105
O  -3.312  1.151  -0.165
H  -1.175  1.550  -1.314
H  -3.461  -1.320  0.361
H  -1.891  -1.644  -0.285
H  1.974  -1.618  -0.958
H  -0.431  -0.449  1.624
H  1.290  -0.665  1.940
H  0.418  -1.855  0.966
H  1.249  2.051  -0.615
H  0.166  1.873  0.775
H  1.885  1.587  0.961
H  2.279  -0.035  -1.670
H  2.960  -0.433  -0.084



Entry 7:
The following is a quantum chemistry calculation of a single C7H16N2 molecule at a distorted geometry, from OMol25.

Summary:
**ΔE to the lowest compared entry with this formula, charge and spin**: 81.1 kcal/mol
**LUMO**: 0.0315 hartree
**SMILES**: C=C(C)C[C@](C)(N)NC
**Molecular weight**: 128.2 g mol⁻¹
**Orbital gap**: 0.2917 hartree

Atoms and positions in Å:
C  -1.392  -1.676  0.365
C  -0.221  0.717  -2.250
N  -1.005  -0.278  0.336
C  0.450  -0.203  -1.255
C  0.976  -1.386  -1.767
H  -1.665  0.348  -0.112
H  -0.524  -2.309  0.559
H  -2.160  -1.830  1.129
H  -1.818  -1.985  -0.594
H  -0.357  1.733  -1.869
H  0.361  0.791  -3.174
H  -1.205  0.318  -2.505
H  1.204  -1.461  -2.825
H  1.525  -2.064  -1.116
C  -0.261  1.798  1.612
C  0.230  0.447  1.112
N  0.635  -0.372  2.184
C  1.220  0.488  -0.058
H  1.642  -0.415  2.298
H  -0.139  -0.556  2.813
H  0.564  2.353  2.073
H  -0.648  2.412  0.796
H  -1.059  1.685  2.354
H  2.129  -0.076  0.169
H  1.518  1.519  -0.276